[1]
Computed, not measured: a cluster of 4 separate species, C35H53BrClO8P in total in a non-equilibrium geometry, with wB97M-V/def2-TZVPD.

```
99
Properties=species:S:1:pos:R:3:forces:R:3
O -1.11890 -0.21508 -3.13464 -0.23 -0.31 0.70
C -1.01239 -0.54268 -1.98449 0.11 0.55 -1.15
O -1.21277 -1.85008 -1.60469 0.40 0.48 -0.01
C -0.70150 0.49832 -0.91125 0.44 0.10 0.48
C 0.23569 -0.00003 0.16650 -0.74 -0.51 0.48
C 1.49529 -0.36799 -0.04948 0.06 -0.55 -0.26
C 2.16460 -0.28200 -1.42303 0.38 0.99 2.14
C 2.52459 1.19289 -1.69212 0.13 0.26 -1.42
O 2.59720 1.67281 -2.77551 -0.13 -0.44 0.65
Br 2.93947 2.36619 -0.16160 -0.12 -0.41 -0.11
C 2.26765 -0.88068 1.15038 -0.22 -0.17 -0.02
O 3.45277 -0.70484 1.28536 -0.30 -0.17 -0.14
C 1.44505 -1.65963 2.16384 0.28 -0.59 -0.98
P 2.30185 -3.09114 2.96126 1.16 -0.08 1.13
O 1.18680 -4.22089 3.34784 -0.13 0.88 -0.75
Cl 3.28513 -3.91009 1.28853 -0.61 0.18 0.00
C 0.18751 -1.27869 2.38182 0.71 -0.18 0.12
O -0.59576 -1.98428 3.24895 -0.61 0.77 -0.21
C -1.38342 -1.15544 4.09040 -0.66 1.06 0.84
O -0.87682 -0.45246 4.90914 0.11 -0.43 -0.62
C -2.85748 -1.27120 3.85624 1.49 -0.88 -0.07
C -3.36053 -2.54363 3.68455 0.36 -0.63 -0.14
C -4.69210 -2.73441 3.43024 -0.25 -0.68 -0.06
C -5.53603 -1.64438 3.33787 -0.21 -0.87 -0.08
C -5.01218 -0.39314 3.53516 -1.09 1.15 -0.20
C -3.68054 -0.17972 3.79019 0.23 0.66 0.29
C -0.30511 -0.08873 1.58986 0.00 0.39 -0.51
O -1.03576 0.77635 2.00074 -0.28 -0.50 0.20
H -0.38829 -2.16196 -1.20517 -0.21 -0.12 0.36
H -0.23573 1.37607 -1.37030 -0.25 -0.19 -0.31
H -1.65585 0.84270 -0.49835 0.16 -0.15 0.13
H 1.53096 -0.68168 -2.21278 0.27 0.17 -0.18
H 3.12615 -0.80135 -1.32586 -0.14 -0.04 -0.39
H 0.36928 -4.14316 2.83663 -0.05 -0.23 0.05
H -2.70617 -3.40775 3.73869 0.02 0.13 0.00
H -5.03265 -3.75613 3.29864 -0.24 0.17 -0.02
H -6.57994 -1.82675 3.10970 0.00 0.31 0.05
H -5.68364 0.45751 3.46815 0.13 0.01 0.02
H -3.28921 0.82040 3.93290 0.01 -0.08 -0.04
C 0.75407 6.19514 -0.20734 -0.01 0.04 -0.16
C 2.12731 6.31972 -0.86008 -0.05 -0.11 0.11
C 3.26316 6.46920 0.15101 0.08 0.02 -0.08
C 3.19484 7.72319 1.02472 -0.11 -0.02 0.03
C 3.16485 9.04421 0.25704 0.14 0.01 0.08
C 4.41935 9.28683 -0.57616 -0.13 0.08 -0.06
H 0.49634 7.08594 0.36779 -0.01 -0.03 0.03
H -0.01737 6.06175 -0.96802 -0.03 -0.01 0.05
H 0.71871 5.33162 0.46120 0.00 0.03 0.04
H 2.12602 7.15889 -1.56116 0.03 0.01 0.01
H 2.31164 5.42264 -1.45751 0.03 0.03 -0.02
H 4.21597 6.44981 -0.38582 0.01 0.00 0.02
H 3.27122 5.59137 0.80611 -0.01 0.00 -0.01
H 4.05805 7.72313 1.69800 0.00 0.02 -0.01
H 2.31313 7.67058 1.66999 0.01 -0.02 0.00
H 3.06234 9.85963 0.97855 -0.04 -0.01 -0.01
H 2.28060 9.09384 -0.38420 -0.01 -0.03 0.01
H 5.31067 9.29015 0.05472 0.01 -0.04 -0.02
H 4.36122 10.25375 -1.07888 0.06 -0.01 -0.01
H 4.54682 8.52458 -1.34637 0.03 0.00 0.02
C -10.51780 -5.48122 -0.51188 0.00 0.05 -0.15
C -9.13370 -5.37105 -1.14405 -0.05 -0.09 0.11
C -8.00598 -5.27531 -0.11720 0.09 0.02 -0.07
C -8.05937 -4.04353 0.78808 -0.13 0.02 0.05
C -8.05259 -2.70001 0.05827 0.17 -0.03 0.09
C -6.78185 -2.46276 -0.75004 -0.12 0.11 -0.06
H -10.76187 -4.60059 0.08435 -0.01 -0.02 0.02
H -11.28210 -5.57557 -1.28487 -0.03 -0.01 0.05
H -10.58201 -6.36090 0.13200 0.00 0.03 0.04
H -9.10651 -4.51301 -1.82120 0.03 0.00 0.01
H -8.96168 -6.25494 -1.76395 0.02 0.04 -0.03
H -7.04734 -5.30097 -0.64331 0.00 0.01 0.02
H -8.02448 -6.16992 0.51368 -0.02 0.00 -0.01
H -7.20365 -4.08011 1.47182 0.01 0.02 -0.01
H -8.95018 -4.09519 1.42100 0.01 -0.03 0.00
H -8.14656 -1.90202 0.80124 -0.05 -0.01 -0.01
H -8.92623 -2.61169 -0.59276 -0.01 -0.04 0.02
H -5.89957 -2.49692 -0.10640 0.01 -0.04 -0.02
H -6.81424 -1.48057 -1.22449 0.07 -0.02 -0.02
H -6.66022 -3.20515 -1.54012 0.03 0.00 0.02
C 6.03684 -3.29210 -1.02312 0.07 0.09 0.13
C 5.98914 -1.76861 -1.09019 -0.13 -0.11 -0.13
C 5.91352 -1.22589 -2.51780 -0.01 0.10 0.07
C 7.11575 -1.55849 -3.40250 0.00 -0.10 -0.01
C 8.46403 -1.08436 -2.86211 -0.01 0.10 -0.12
C 8.55977 0.43192 -2.72481 0.09 -0.08 0.10
H 6.92405 -3.69435 -1.51481 -0.03 0.00 -0.03
H 6.05937 -3.62147 0.01653 -0.02 -0.06 -0.03
H 5.15347 -3.72884 -1.49560 0.03 -0.03 -0.03
H 6.85410 -1.35080 -0.56893 -0.02 0.04 -0.01
H 5.10719 -1.42397 -0.54176 0.10 0.03 0.09
H 5.78096 -0.13982 -2.47521 0.01 0.00 -0.03
H 5.01049 -1.61933 -2.99954 0.01 -0.02 -0.01
H 6.95259 -1.11450 -4.38974 0.02 0.01 0.01
H 7.16103 -2.63912 -3.56510 -0.03 0.00 0.01
H 9.24721 -1.42293 -3.54601 0.00 -0.04 0.03
H 8.67752 -1.55638 -1.89926 -0.03 -0.02 0.00
H 8.39804 0.92074 -3.68781 -0.04 0.01 0.02
H 9.54901 0.71961 -2.36512 -0.02 0.05 -0.01
H 7.82769 0.82089 -2.01520 -0.01 0.02 -0.02
```
Positions in Å, forces in eV/Å.

The LUMO energy is -0.0661 Eh. For the frontier orbital gap, the calculation gives 7.7182 eV.

---

[2]
Computed, not measured: a structure of composition C33H57N4OP2Sn in a non-equilibrium geometry, with wB97M-V/def2-TZVPD.

```
98
Properties=species:S:1:pos:R:3:forces:R:3
C 2.08129 -1.29608 -0.83647 0.52 -0.49 -0.98
C 1.47755 0.77378 -1.81972 -0.87 1.94 0.36
C 2.97604 -1.53753 -1.88512 -0.20 -0.73 1.52
C 2.16567 0.38789 -3.03134 0.77 -0.98 -0.33
C 3.01260 -0.72457 -3.02480 -0.99 1.61 -0.04
H 3.63287 -2.38591 -1.76093 -0.05 -0.21 -0.31
H 2.02084 1.00871 -3.93011 0.29 -0.25 0.63
H 3.68893 -0.97037 -3.85995 -0.61 0.18 0.40
N 1.38868 -0.14800 -0.77075 -0.69 -0.32 0.46
P 0.12567 -2.63029 0.87942 1.03 -1.01 -0.21
P 0.13338 2.58663 -0.13593 0.49 -0.26 -0.44
C 1.83812 -2.41165 0.21029 0.70 0.02 -0.64
H 2.02345 -3.35806 -0.33104 0.50 0.35 0.52
H 2.57318 -2.26433 1.02963 -0.47 -0.39 -0.29
C -2.31936 -0.65402 3.09254 -2.16 0.51 1.22
O -3.33450 -0.35870 3.52999 2.03 -0.50 -1.00
C 0.98700 2.11276 -1.66449 -1.57 -2.56 -1.41
H 0.89615 2.65935 -2.63421 0.22 -0.34 1.01
C -1.81171 3.32420 -0.20365 0.56 0.46 -0.18
C 1.53481 3.84383 0.21231 -1.11 0.50 0.16
C -0.71631 -3.72849 -0.41660 -0.17 -0.37 0.05
C 0.37130 -3.53316 2.50873 -0.07 -0.29 -0.21
C -2.88212 2.38601 0.40080 0.33 -0.38 0.00
H -2.69905 2.14784 1.45772 0.04 0.10 -0.17
H -3.87894 2.87406 0.34656 0.61 -0.06 -0.05
H -2.95931 1.44125 -0.15158 0.05 0.19 0.17
C -1.87212 4.62509 0.60007 0.06 0.29 0.07
H -1.60463 4.45267 1.65126 -0.04 0.07 -0.21
H -1.22047 5.40867 0.19506 -0.15 -0.21 0.12
H -2.90195 5.02911 0.59245 0.33 -0.25 -0.07
C -2.19388 3.54785 -1.66417 0.01 0.06 -0.10
H -3.17535 4.05304 -1.77630 0.42 -0.15 0.27
H -1.44192 4.13476 -2.20685 -0.17 -0.12 0.05
H -2.29177 2.56521 -2.13012 0.08 0.37 0.14
C 1.32987 4.39188 1.62830 0.35 0.52 0.09
H 1.12483 3.57248 2.33438 0.07 0.20 -0.14
H 2.25126 4.89485 1.95441 -0.21 0.01 0.08
H 0.51470 5.12528 1.69846 0.24 -0.29 -0.06
C 2.90196 3.10867 0.15845 -0.22 -0.12 0.01
H 2.82800 2.16954 0.72909 0.04 0.14 -0.36
H 3.21821 2.87947 -0.87700 -0.18 0.14 0.69
H 3.68541 3.69783 0.67406 -0.42 0.05 -0.35
C 1.41001 4.88740 -0.92078 0.47 0.35 0.22
H 1.28720 4.38342 -1.89362 0.25 0.41 0.50
H 0.55116 5.56253 -0.78193 0.36 -0.21 0.06
H 2.33001 5.49507 -0.96731 -0.32 -0.04 -0.04
C -1.04646 -3.85819 3.01465 0.01 -0.19 0.30
H -0.97684 -4.24260 4.04259 -0.03 0.06 -0.20
H -1.68454 -2.96006 3.03598 0.25 -0.43 -0.03
H -1.53666 -4.63370 2.40946 0.18 0.26 0.20
C 1.07174 -2.60236 3.51237 0.01 0.07 0.02
H 2.10976 -2.39562 3.21289 -0.25 -0.01 0.08
H 0.54742 -1.65036 3.64460 0.04 -0.13 -0.01
H 1.10801 -3.10951 4.49134 -0.03 0.16 -0.33
C 1.23152 -4.80497 2.39627 0.02 -0.23 0.24
H 2.18563 -4.61623 1.88369 -0.24 -0.04 0.13
H 1.46747 -5.14519 3.41747 -0.01 0.09 -0.26
H 0.72342 -5.63724 1.89947 0.19 0.33 0.16
C -0.32597 -3.27052 -1.83593 0.06 0.18 0.00
H 0.72058 -3.51062 -2.07098 -0.25 0.16 0.08
H -0.94344 -3.80084 -2.58105 0.09 0.12 0.38
H -0.49187 -2.19684 -1.97946 0.11 -0.12 -0.02
C -2.23351 -3.58072 -0.21124 -0.15 0.08 -0.03
H -2.54891 -2.54073 -0.34931 0.03 -0.35 0.10
H -2.75163 -4.19961 -0.96220 0.11 0.18 0.23
H -2.54811 -3.91819 0.78675 0.06 0.08 -0.38
C -0.35812 -5.21882 -0.30308 -0.05 -0.18 -0.11
H 0.72209 -5.40562 -0.36043 -0.22 0.04 0.05
H -0.76419 -5.67996 0.60486 0.13 0.14 -0.22
H -0.82308 -5.74767 -1.15131 0.13 0.21 0.18
Sn -0.31286 -0.02960 0.86068 -0.69 2.20 -0.85
N -2.53308 -0.57361 -1.38294 -2.27 -1.24 -2.63
C -3.05268 -0.73032 -2.43770 3.70 2.45 2.54
C -2.97717 -0.25017 -3.87817 -0.35 -0.29 0.18
C -1.95433 0.91145 -4.07601 0.22 0.60 0.31
C -2.28476 -1.38603 -4.66013 0.69 -0.79 -0.51
C -4.39925 0.26337 -4.18150 -0.77 0.16 -0.58
H -2.14487 1.84688 -3.56714 -0.68 -0.16 -0.03
H -0.91467 0.71015 -3.77173 -0.44 -0.54 -0.10
H -1.94748 1.17887 -5.13901 -0.05 -0.34 0.04
H -2.48068 -2.44565 -4.42694 -0.58 0.56 0.17
H -2.30022 -1.29920 -5.74774 -0.55 0.30 0.01
H -1.21446 -1.25443 -4.44525 -0.23 -0.25 0.12
H -4.44602 0.76903 -5.14453 0.24 0.10 -0.09
H -5.20341 -0.47670 -4.23225 0.47 -0.44 0.09
H -4.78191 0.98409 -3.42942 0.73 -0.27 -0.24
C 4.21317 1.08392 4.31020 0.70 -0.09 -0.06
N 2.82071 1.05872 3.89666 -0.43 0.21 -0.04
C 1.71358 1.45244 4.63082 0.46 -0.09 -0.12
C 0.62922 1.24438 3.84712 0.06 -0.62 -0.79
N 1.04230 0.70262 2.62853 1.65 0.10 0.41
C 2.38972 0.64483 2.69703 -1.22 -0.28 0.29
H 4.30361 1.53967 5.29546 -0.10 -0.02 -0.13
H 4.63559 0.07062 4.35127 -0.30 0.22 0.07
H 4.82222 1.65414 3.59655 -0.30 -0.01 0.20
H 1.79653 1.83561 5.63161 0.06 0.04 0.01
H -0.41130 1.41361 4.07494 0.07 0.02 -0.07
H 3.08142 0.27752 1.94289 -0.39 0.08 0.05
```
Positions in Å, forces in eV/Å.

The LUMO energy is -0.0745 Eh. Its total charge is +1. As for the energy above the lowest of the compared OMol25 structures with the same formula, charge and spin: 47.5 kJ/mol. For the frontier orbital gap, the calculation gives 6.5430 eV.